10
Properties=species:S:1:pos:R:3:mulliken_charge:R:1 method="wB97M-V/def2-TZVPD" lumo_ev=4.146 de_lowest_kcal_mol=20.77 charge=-1 multiplicity=1 orbital_gap_ev=8.54
C 0.29857 2.23290 -1.13088 -0.58
O 1.26366 1.62816 -0.29520 -0.54
H 0.66583 3.19114 -1.49831 0.24
H 0.13074 1.66738 -2.02370 0.23
H -0.61521 2.42397 -0.56273 0.23
O -1.17041 -2.45721 0.26328 -0.63
C -0.70506 -1.48201 0.85877 0.00
O 0.21391 -0.69554 0.49867 -0.64
H -1.13494 -1.20884 1.86624 0.24
H 0.77963 0.87500 0.13197 0.44